1.
DFT (wB97M-V/def2-TZVPD) results for a structure of composition C11H21BaFNO6S2.

maximum force: 0.066 Eh/bohr
HOMO energy: -11.0712 eV
net charge: +1
frontier orbital gap: 5.54 eV

```
43
C11H21BaFNO6S2 (wB97M-V/def2-TZVPD)
Ba 1.590 2.981 3.187
S 1.649 -2.567 2.827
S 1.789 2.811 -5.397
F 2.379 1.640 -0.141
O 1.495 3.289 -4.051
O 3.046 -2.879 2.970
O 0.626 1.672 -5.761
O 0.699 -3.654 3.656
O 1.982 3.702 -6.563
O 1.211 -1.231 3.244
N -2.183 2.332 2.228
C 3.276 1.855 -5.256
C -1.075 0.085 -5.087
C 0.361 0.613 -4.817
C -4.594 2.168 2.651
C -2.529 2.702 0.928
C -3.837 2.893 0.426
C 0.911 -3.600 5.080
C -3.247 1.982 2.946
C 0.995 -3.003 1.238
C -4.872 2.654 1.342
C 1.968 -4.624 5.563
H -1.753 0.937 -5.129
H 2.925 -4.432 5.077
H -5.422 2.034 3.331
H 1.194 -4.074 1.201
H 4.110 2.542 -5.109
H 1.194 -2.591 5.379
H 3.263 1.303 -6.195
H -0.032 -3.793 5.593
H 1.687 -5.655 5.346
H -5.896 2.654 0.998
H 2.105 -4.391 6.619
H 1.023 -0.222 -5.046
H -1.738 3.056 0.283
H -3.003 1.757 3.974
H -0.060 -2.751 1.130
H 0.544 0.932 -3.791
H -4.092 3.208 -0.575
H 3.114 1.119 -4.469
H 1.437 -2.341 0.493
H -1.077 -0.461 -6.031
H -1.161 -0.652 -4.290
```

***

2.
DFT (wB97M-V/def2-TZVPD) results for a structure of composition C11H21Br2N2O8P.

maximum force: 0.183 Eh/bohr
HOMO energy: -8.8585 eV
frontier orbital gap: 8.06 eV

```
45
C11H21Br2N2O8P (wB97M-V/def2-TZVPD)
Br 3.781 -0.667 -2.146
Br 5.607 -1.436 -4.672
P 0.192 -1.706 -3.310
O 1.471 -0.728 -3.971
O -0.658 -2.236 -4.574
O -2.370 0.723 -0.094
O 0.711 -3.128 -2.452
O -1.313 1.948 1.721
O -0.874 -0.652 -2.426
O -3.402 0.016 6.987
O -1.394 -1.357 0.915
N 0.552 -3.849 -0.134
N -2.478 1.879 5.970
C -0.284 2.501 -0.545
C 3.716 -0.794 -5.087
C -2.950 0.584 6.000
C 3.795 0.868 -5.101
C -2.501 2.664 7.187
C -1.862 -1.395 -1.625
C -1.958 2.480 4.759
C -1.865 -0.658 -0.123
C 1.172 -2.829 -1.088
C 2.797 -1.340 -3.801
C -1.352 1.678 0.387
H -2.556 3.364 4.519
H 2.930 1.376 -4.482
H -2.097 3.665 7.009
H -3.533 2.741 7.541
H 0.907 -1.738 -0.714
H -2.981 -1.262 -2.017
H -0.919 2.776 4.930
H -0.111 3.589 -0.084
H -0.647 2.684 -1.651
H 0.791 2.013 -0.609
H 2.343 -3.042 -1.058
H -2.887 0.078 5.023
H 3.746 1.317 -6.196
H -0.212 -4.301 -0.718
H 2.813 -2.507 -3.884
H 3.379 -1.246 -6.114
H -2.000 1.779 3.922
H 1.284 -4.601 -0.033
H -1.904 2.156 7.950
H -1.679 -2.551 -1.565
H 4.801 1.145 -4.542
```

***

3.
DFT (wB97M-V/def2-TZVPD) results for a cluster of 3 separate species, C11H21Br4N2O2 in total.

maximum force: 0.058 Eh/bohr
HOMO energy: -12.4129 eV
net charge: +1
frontier orbital gap: 9.55 eV

```
40
C11H21Br4N2O2 (wB97M-V/def2-TZVPD)
Br 6.229 -0.188 0.664
Br -4.419 -3.279 -1.280
Br -4.606 -0.822 -4.021
Br 3.828 -1.777 2.966
O -2.746 0.960 0.145
O 1.439 4.398 0.425
N 0.156 0.578 -0.160
N -0.270 3.022 -0.550
C -0.365 1.867 0.390
C -5.914 -2.148 -3.444
C 0.567 3.846 -0.107
C -2.151 -0.307 -0.181
C 5.696 -1.298 3.249
C -1.871 1.796 0.913
C 1.545 0.637 -0.727
C -0.884 0.032 -1.110
C -5.946 -2.265 -1.942
C 6.029 0.016 2.591
C 2.666 0.074 0.267
H -6.822 -2.826 -1.618
H -1.853 -0.904 0.740
H -5.931 -1.301 -1.437
H 6.295 -2.129 2.880
H -2.861 -0.905 -0.822
H 2.615 0.714 1.196
H 6.992 0.387 2.940
H -2.283 2.849 0.814
H 1.883 1.655 -1.057
H -1.180 0.864 -1.819
H 0.190 -0.102 0.623
H -6.870 -1.788 -3.822
H -1.885 1.578 2.030
H 1.540 -0.011 -1.659
H 5.271 0.781 2.752
H 2.388 -1.006 0.459
H -0.486 -0.868 -1.651
H 0.276 2.136 1.292
H 5.811 -1.227 4.331
H -5.660 -3.082 -3.942
H 3.672 0.169 -0.266
```

***

4.
DFT (wB97M-V/def2-TZVPD) results for a structure of composition C11H21Cl3IO4P2Sn.

maximum force: 0.108 Eh/bohr
HOMO energy (spin up / spin down): -18.3577 / -18.2544 eV
net charge: +3
frontier orbital gap (spin up / spin down): 3.68 / 4.34 eV

```
43
C11H21Cl3IO4P2Sn (wB97M-V/def2-TZVPD)
I 0.100 -3.595 -1.659
Sn -0.219 1.252 1.235
Cl -2.019 0.729 3.335
Cl 0.020 1.404 5.354
Cl -2.273 3.344 4.998
P -2.426 -0.376 -0.198
P 2.677 -0.141 0.142
O 0.917 2.915 3.057
O 1.130 4.756 0.337
O -0.078 -0.600 -2.554
O -0.962 3.781 2.223
C -3.557 1.085 -0.135
C 0.653 3.760 0.611
C -0.315 3.169 3.140
C -3.400 -1.512 0.906
C -1.075 2.335 4.307
C 0.090 -1.737 -2.789
C 3.892 1.117 0.707
C 3.319 -0.459 -1.545
C -3.073 -1.067 -1.757
C 3.294 -1.683 0.980
C 0.418 -2.336 -4.193
H -3.444 -1.105 1.923
H 2.886 -1.388 -1.941
H 2.716 -2.498 0.545
H 1.387 -2.862 -3.893
H 0.602 -1.889 -5.195
H 3.951 1.961 0.012
H -3.051 1.975 -0.565
H 3.620 1.435 1.724
H 4.904 0.718 0.806
H -0.328 -3.178 -4.243
H -4.203 -1.099 -1.767
H 4.416 -0.534 -1.629
H -4.414 -1.646 0.509
H -3.864 1.343 0.900
H -2.902 -2.490 0.885
H -4.460 0.874 -0.742
H 4.336 -1.956 0.859
H 3.078 -1.589 2.043
H 2.992 0.336 -2.230
H -2.642 -2.095 -1.898
H -2.692 -0.452 -2.604
```

***

5.
DFT (wB97M-V/def2-TZVPD) results for the ion C11H21N2 with charge +1.

SMILES: C#C[C@@]1([NH2+]C(C)(C)C)CCN(C)C1
maximum force: 0.110 Eh/bohr
HOMO energy: -12.8901 eV
net charge: +1
frontier orbital gap: 10.14 eV

```
34
C11H21N2 (wB97M-V/def2-TZVPD)
N 2.224 0.470 -0.319
N -0.356 0.511 -0.156
C 1.099 -0.681 1.446
C 0.399 -0.807 0.087
C 2.323 0.198 1.156
C -2.268 2.103 -0.053
C -0.344 -2.006 -0.034
C 1.647 -0.744 -0.861
C -0.637 -3.162 -0.059
C -2.345 -0.093 1.120
C 3.530 0.755 -0.907
C -1.871 0.579 -0.133
C -2.441 -0.089 -1.358
H 3.897 1.592 -0.459
H 0.505 -0.321 2.310
H -2.315 -1.169 -1.223
H -1.405 2.840 0.008
H -1.517 0.023 1.883
H 4.323 -0.110 -0.569
H 2.134 -1.668 -0.778
H 3.502 0.884 -1.969
H -0.027 1.159 0.667
H 1.414 -1.733 1.593
H -3.426 0.247 -1.482
H 1.141 -0.442 -1.906
H 2.274 1.216 1.693
H -1.913 0.266 -2.351
H -1.211 -4.015 0.208
H -2.461 -1.225 0.904
H 3.413 -0.187 1.221
H -2.936 2.235 0.877
H -3.396 0.175 1.410
H -2.904 2.283 -0.923
H -0.052 0.916 -1.044
```

***

6.
DFT (wB97M-V/def2-TZVPD) results for the molecule C11H21NO.

SMILES: CCCCC(=O)N1CCC[C@H](C)C1
maximum force: 0.010 Eh/bohr
HOMO energy: -9.0078 eV
frontier orbital gap: 9.82 eV

```
34
C11H21NO (wB97M-V/def2-TZVPD)
O -1.197 -0.593 1.722
N 0.449 -0.183 0.270
C 1.096 0.561 -0.787
C -3.838 0.074 -0.578
C 3.298 -0.605 -0.317
C -3.286 -1.346 -0.616
C 2.782 1.663 0.710
C 2.593 0.753 -0.503
C -1.620 1.131 0.097
C -0.788 0.046 0.769
C 2.295 -1.738 -0.108
C 1.196 -1.294 0.842
C -3.108 0.972 0.420
H 3.840 1.815 0.909
H 0.637 1.546 -0.871
H 1.628 -1.000 1.806
H 2.328 2.636 0.529
H 0.970 0.045 -1.749
H 3.956 -0.548 0.551
H 3.019 1.264 -1.374
H 2.799 -2.611 0.307
H -3.195 0.546 1.421
H -1.475 1.109 -0.984
H 1.852 -2.035 -1.061
H -3.260 -1.765 0.387
H 0.486 -2.104 1.038
H -4.894 0.038 -0.300
H -3.777 0.515 -1.578
H -3.907 -1.979 -1.246
H 3.921 -0.830 -1.184
H -2.273 -1.360 -1.012
H -3.587 1.954 0.422
H 2.321 1.233 1.595
H -1.261 2.092 0.474
```

***

Among the records above, which one has the highest maximum force? C11H21Br2N2O8P

***

The lowest maximum force belongs to which entry? C11H21NO

***

Look up the maximum force of the second one. 0.183 Eh/bohr